1.
Entry from OMol25: C14H23CdF3IN4O7P as an isolated structure in a non-equilibrium geometry (ωB97M-V with the def2-TZVPD basis set).

```
54
Properties=species:S:1:pos:R:3:forces:R:3
C 3.561794 1.938888 0.979505 -0.0025 0.7403 0.4724
C 1.988671 1.937123 1.084439 1.1542 1.5653 -0.7378
N 1.290272 0.883368 0.314991 -0.1147 -0.9021 2.8663
C 1.766115 -0.482136 0.573371 1.7005 -0.1334 -2.3684
C 2.702848 -0.841335 -0.687476 -0.5519 -0.5771 -0.6214
C 1.846746 -0.571108 -2.011609 0.3665 -0.3684 -0.5411
C 2.011856 -1.696842 -3.073858 0.2362 0.5506 0.6646
F 2.890500 -1.593240 -4.118467 -1.9307 0.0279 1.2034
C 1.210164 -2.811674 -2.974091 -0.2146 0.6111 -0.1646
F 0.704645 -3.437749 -4.122119 1.2553 0.2816 2.2095
F 0.844798 -3.347947 -1.808211 -0.2196 0.7107 -2.2291
O 0.759797 -1.473901 0.536964 0.5691 1.3973 1.0937
C -0.107973 -1.585861 1.657122 -1.3836 -0.9463 -0.5408
I 0.150321 -0.313233 3.363819 0.2181 0.0764 -0.2133
C -1.605474 -1.384558 1.119783 -0.1667 0.1691 1.1351
O -1.975308 0.020260 1.253205 0.3055 -0.8597 -1.8316
C -2.552234 0.516295 0.060656 -1.9870 2.4935 0.3262
N -3.750024 -0.253056 -0.383073 0.6973 0.2673 0.7121
C -3.078685 1.994753 0.386687 0.7304 -0.6249 0.5792
C -1.973597 2.919380 1.039336 -0.5663 0.3332 -0.8778
C -1.467947 4.089458 0.112474 -0.2107 0.6026 0.1327
N -1.514450 4.002031 -1.320591 -0.9235 0.2298 0.8824
O -1.005458 5.083883 0.627974 0.1563 -0.7959 -0.0975
N -1.567064 0.660773 -1.051346 -0.5975 -1.2510 -0.2039
C -1.985223 0.193462 -2.120663 0.3798 0.7369 1.4376
O -2.356955 -0.181916 -3.137947 0.0884 -0.3202 -0.9181
P 0.018194 -3.404344 2.265033 -0.0008 -3.4293 0.4531
O -1.210517 -4.189325 1.961607 0.6281 1.5412 0.0563
O 1.282701 -4.168650 1.495350 -0.9801 1.6736 0.9260
O 0.414319 -3.472835 3.875516 -0.4687 0.7357 -2.4309
H 3.923062 2.499563 0.068897 -0.4162 -0.9149 0.7666
H 4.048502 0.936996 1.071736 -0.4336 0.8416 -0.1559
H 3.936878 2.546788 1.854943 -0.3782 -0.6676 -0.9204
H 1.725135 1.987239 2.175671 -0.1092 -0.4929 -0.9070
H 1.644589 2.922667 0.645398 0.1749 -1.0307 0.5527
H 0.298915 0.920102 0.591319 0.0349 0.1094 -0.7665
H 2.481468 -0.557642 1.454231 -1.0251 0.0790 -0.4609
H 2.979821 -1.936423 -0.685581 -0.1486 1.1692 0.5305
H 3.617733 -0.206333 -0.741863 -0.7243 -0.6104 0.2450
H 2.140629 0.427718 -2.442717 -0.2411 -1.1811 0.1235
H 0.741282 -0.509122 -1.791355 1.1434 -0.1137 0.0450
H -2.332162 -1.941190 1.778360 0.9641 0.1995 -0.8852
H -1.669832 -1.690528 0.046134 0.1560 -0.0274 1.0297
H -4.161815 -0.706928 0.440275 0.1321 0.1463 -0.4244
H -4.437395 0.448978 -0.687801 0.2343 -0.6226 0.0249
H -3.925567 1.865783 1.115800 0.8176 0.1508 -0.7017
H -3.506753 2.426299 -0.563183 0.5015 -0.4769 0.9887
H -2.431222 3.390968 1.952523 0.8198 -0.3049 -0.9227
H -1.051875 2.352624 1.350121 -1.0169 0.4335 -0.2102
H -2.478088 3.876562 -1.655879 0.5757 -0.4302 0.1281
H -1.224948 4.909323 -1.699102 0.1492 -0.3190 0.3162
H 0.906710 -4.758048 0.810167 -0.0170 0.3189 0.6743
H -0.383884 -3.165527 4.357087 0.5057 -0.3531 -0.0035
Cd 1.866000 -5.069822 -5.343551 0.1345 -0.4382 -0.4408
```
Forces are in eV/Å.

Summary:
LUMO = -12.1 eV
electronic energy = -65267.520 eV
HOMO-LUMO gap = 1.8 eV
maximum force = 3.46 eV Å⁻¹
net charge = +2

---

2.
Entry from OMol25: one molecule with the formula C4H12N2O in a non-equilibrium geometry (ωB97M-V with the def2-TZVPD basis set).

```
19
Properties=species:S:1:pos:R:3:forces:R:3
C -0.086498 0.793212 0.386721 1.7306 -0.1360 -1.9324
C 0.365479 -0.359174 -0.547694 4.0891 1.2677 -2.9541
C 0.135567 0.093575 -2.000640 -1.6542 0.5376 0.3949
N 0.857953 1.260201 -2.595319 1.7026 -1.3246 0.7160
N -0.963213 0.062824 1.113969 -4.2193 -0.1195 5.1898
C -0.629601 -0.988814 2.065442 -1.1210 0.3863 -1.2959
O 0.371997 -0.539840 2.913074 1.4671 -0.7752 0.1782
H 0.645338 1.347840 1.058821 -0.2842 -1.0359 -1.0864
H -0.576364 1.584476 -0.256909 0.1960 -0.8206 0.9361
H 1.436609 -0.596909 -0.342893 -0.2601 0.2237 -0.4636
H -0.055453 -1.383269 -0.638836 -0.7167 0.8207 1.4273
H 0.250098 -0.697885 -2.635203 0.9637 -2.4049 -1.7333
H -1.013044 0.081566 -2.059261 1.1370 1.3474 -0.0001
H 1.672842 0.856071 -3.188737 -1.9409 0.8052 1.1892
H 1.378946 1.586470 -1.765123 -0.2134 0.5284 -0.7000
H -1.874107 -0.014972 0.760878 -1.1559 -0.0864 -0.4294
H -1.513850 -1.196936 2.664401 -0.4093 -0.0064 -0.2017
H -0.456904 -1.962449 1.478361 1.0471 1.0424 1.2587
H 0.054197 0.074020 3.588942 -0.3579 -0.2500 -0.4934
```
Forces are in eV/Å.

Summary:
LUMO = 0.9 eV
electronic energy = -9367.279 eV
HOMO-LUMO gap = 8.7 eV
SMILES = NCCCNCO
maximum force = 6.69 eV Å⁻¹

---

3.
Entry from OMol25: an isolated ion of composition C9H20N3O and charge +1 in a non-equilibrium geometry (ωB97M-V with the def2-TZVPD basis set).

```
33
Properties=species:S:1:pos:R:3:forces:R:3
C 0.891880 2.058748 -1.387548 1.6153 0.0917 -0.1000
C 0.472289 1.043037 -2.154498 -1.1505 1.9473 -0.2892
C 1.462782 1.740284 -0.039644 0.6926 1.0884 1.1320
C -0.062335 1.260532 1.791355 -1.5799 1.5312 -0.8780
C 1.175181 -2.499937 -2.154480 0.4284 0.4852 -1.9908
C -1.677485 -0.539247 1.861501 -1.1996 -3.1549 -1.1358
C -1.245193 1.073605 3.759725 -0.4588 -2.1108 0.5827
C -1.251852 -0.702802 -2.022219 2.3234 0.2529 1.7933
C 1.195215 -1.186129 -1.380462 0.2049 1.9396 -2.4207
N 0.376146 1.021961 0.611695 1.6336 1.6114 0.9533
N -1.035179 0.621425 2.387766 0.6504 -0.0442 0.0681
N 0.170526 -0.240028 -1.707414 -1.3974 -0.4037 -1.8501
O 0.945252 -1.358985 -0.016839 -0.0561 -0.6131 -0.0311
H 0.907380 3.145342 -1.609333 0.0038 -1.1378 -0.7025
H 0.053175 1.325315 -3.104111 -0.1868 -0.0392 -0.4961
H 2.346588 1.055499 0.024284 -0.5622 0.5821 -0.5805
H 1.804144 2.676172 0.497246 -0.7527 -1.0441 -0.3267
H 0.069827 2.282461 2.169599 0.9048 -0.5816 0.2389
H 0.213147 -2.985044 -2.158906 -0.2619 -0.3794 0.8021
H 1.332618 -2.405319 -3.279674 0.1073 0.6214 1.3763
H 1.995643 -3.136598 -1.853402 -0.0613 -0.4037 0.3984
H -1.154953 -1.128061 0.968886 -0.8300 1.9191 1.9344
H -1.770385 -1.361637 2.630443 0.2436 1.0177 -0.4552
H -2.754638 -0.310989 1.577926 1.3316 -0.0865 0.1285
H -2.174089 0.599699 4.139892 0.0009 1.1308 -0.4552
H -0.518557 0.457960 4.364352 -0.1198 1.6456 -0.0918
H -1.211845 2.180455 3.698300 -0.0354 -0.8909 1.0900
H -1.783484 0.098713 -2.477551 -0.5989 1.0506 0.5539
H -1.264005 -1.392163 -2.825097 0.1150 -1.4874 -0.3470
H -1.608240 -1.064172 -1.018491 -0.4715 0.1851 -1.5619
H 2.143008 -0.555072 -1.618078 -0.9467 -1.5009 0.7479
H 0.350373 0.174813 0.099801 -1.3066 -1.2776 0.2067
H 1.607069 -1.949838 0.224975 1.7205 -1.9443 1.7062
```
Forces are in eV/Å.

Summary:
LUMO = -2.6 eV
electronic energy = -16165.913 eV
HOMO-LUMO gap = 9.2 eV
SMILES = C[C@H](O)N(C)/C=C\CNC=[N+](C)C
maximum force = 3.56 eV Å⁻¹
net charge = +1